(1)
{"formula": "C22H21ClFN2O2PPd", "method": "ωB97M-V with the def2-TZVPD basis set", "elements": ["Pd", "C", "C", "N", "O", "C", "C", "N", "O", "H", "H", "H", "H", "H", "H", "H", "Cl", "C", "C", "C", "C", "C", "C", "P", "C", "C", "C", "C", "C", "C", "C", "C", "C", "C", "C", "C", "H", "H", "H", "H", "H", "H", "H", "H", "H", "H", "H", "H", "H", "H", "F"], "xyz": [[-0.003963, 1.643550, -0.555633], [3.697083, 3.815698, -0.440220], [2.407653, 3.236074, -0.928571], [2.175560, 1.964966, -0.916666], [3.171346, 1.230869, -0.248389], [1.361489, 4.106642, -1.420615], [1.592838, 5.495353, -1.916963], [0.146457, 3.597842, -1.390427], [-0.862744, 4.219482, -1.791028], [3.934200, 3.402816, 0.539103], [3.626154, 4.896826, -0.372820], [4.517681, 3.556525, -1.110967], [2.994660, 0.326573, -0.532974], [2.554236, 5.594549, -2.421585], [1.557722, 6.233531, -1.110598], [0.800693, 5.750979, -2.618522], [-2.601759, 1.660395, -0.126042], [-3.075050, 0.027273, -0.562888], [-4.392067, -0.151656, -0.947648], [-4.817850, -1.421511, -1.309264], [-3.930799, -2.486423, -1.286072], [-2.616444, -2.282458, -0.894097], [-2.160065, -1.019503, -0.518909], [-0.444556, -0.712806, 0.024861], [-0.557677, -0.801585, 1.830426], [0.404663, -0.121023, 2.571657], [0.375183, -0.177998, 3.956976], [-0.620649, -0.894566, 4.604788], [-1.597317, -1.554003, 3.870016], [-1.565105, -1.508259, 2.484902], [0.447853, -2.199361, -0.492558], [0.805148, -3.208636, 0.395773], [1.493359, -4.324683, -0.061538], [1.822641, -4.440470, -1.403137], [1.473265, -3.432965, -2.293990], [0.797654, -2.313475, -1.838381], [-5.061966, 0.694995, -0.968868], [-5.844638, -1.571330, -1.614788], [-4.256838, -3.477013, -1.571082], [-1.928836, -3.118844, -0.877835], [1.143159, 0.497854, 2.076335], [1.116733, 0.363271, 4.528160], [-0.646553, -0.924938, 5.686174], [-2.385176, -2.098749, 4.372793], [-2.329381, -2.022323, 1.914105], [0.551137, -3.124321, 1.444616], [1.771053, -5.103836, 0.635437], [2.359210, -5.311248, -1.755234], [1.735347, -3.514775, -3.340052], [0.540571, -1.521980, -2.534010], [0.324672, 2.524659, 1.236236]], "forces_ev_per_angstrom": [[0.54, -0.04, -0.46], [0.02, -0.04, 0.00], [0.03, 0.12, -0.04], [-0.05, -0.10, 0.13], [-0.11, 0.03, -0.13], [-0.22, -0.20, 0.03], [0.05, 0.10, -0.05], [0.02, 0.07, -0.05], [0.05, -0.12, 0.06], [-0.02, 0.01, 0.00], [0.01, 0.01, 0.02], [0.00, -0.05, -0.01], [0.01, 0.02, 0.04], [0.01, -0.04, 0.02], [-0.02, -0.03, 0.03], [0.00, -0.02, 0.00], [-0.19, -0.21, 0.02], [-0.04, 0.39, 0.06], [0.06, -0.19, -0.04], [-0.05, 0.08, 0.00], [0.07, 0.02, 0.02], [-0.01, -0.04, -0.01], [0.02, -0.16, -0.01], [-0.22, 0.59, 0.16], [-0.03, -0.08, 0.02], [0.06, 0.07, 0.02], [-0.05, -0.03, 0.01], [0.01, 0.02, 0.00], [0.04, 0.02, -0.04], [0.00, -0.08, 0.00], [0.06, -0.03, -0.05], [0.01, -0.03, 0.01], [-0.01, 0.01, 0.00], [0.00, 0.01, -0.01], [0.01, -0.02, 0.03], [0.02, 0.01, -0.03], [-0.03, 0.02, 0.00], [-0.01, -0.01, 0.00], [-0.02, -0.01, -0.01], [0.01, 0.00, 0.00], [-0.03, -0.02, -0.03], [0.02, 0.00, 0.01], [-0.01, 0.00, 0.02], [-0.01, -0.01, 0.01], [0.00, 0.01, 0.00], [-0.01, 0.02, 0.00], [0.01, -0.02, 0.01], [0.01, -0.01, -0.01], [0.01, -0.01, -0.02], [-0.02, 0.02, 0.02], [-0.01, -0.06, 0.24]], "lowdin_spin": [1.2584, 0.0055, 0.0198, 0.0619, 0.0044, -0.0081, -0.0005, 0.1676, 0.1522, 0.0012, 0.0003, 0.0005, 0.0006, -0.0006, -0.0013, 0.0013, 0.0620, 0.0068, 0.0018, 0.0036, 0.0004, 0.0039, 0.0084, 0.0335, -0.0012, -0.0006, 0.0001, -0.0001, -0.0001, 0.0000, 0.0073, 0.0025, 0.0001, 0.0019, -0.0001, 0.0044, 0.0006, 0.0002, 0.0000, 0.0003, -0.0004, 0.0000, 0.0000, 0.0000, 0.0000, 0.0001, 0.0000, 0.0001, 0.0000, 0.0029, 0.1987], "homo_lumo_gap_ev": [7.6, 6.7], "e_homo_ev": [-7.31, -7.46], "s_squared": 2.02, "multiplicity": 3}

=====

(2)
{"formula": "C22H21ClFN3O4", "method": "ωB97M-V with the def2-TZVPD basis set", "elements": ["O", "C", "C", "C", "C", "C", "O", "C", "C", "C", "C", "F", "C", "C", "Cl", "O", "N", "N", "C", "C", "C", "C", "N", "C", "C", "C", "C", "C", "C", "C", "O", "H", "H", "H", "H", "H", "H", "H", "H", "H", "H", "H", "H", "H", "H", "H", "H", "H", "H", "H", "H", "H"], "xyz": [[-0.589385, 0.187727, -3.025730], [-0.798048, -0.593135, -2.111927], [0.338913, -1.376292, -1.561947], [1.643417, -0.831302, -1.443262], [2.377245, -1.853781, -0.913274], [3.782880, -1.912422, -0.412745], [3.942984, -1.051942, 0.709683], [3.989723, 0.294106, 0.434835], [2.910287, 1.101886, 0.780549], [2.942751, 2.467165, 0.565481], [4.071641, 3.022351, -0.008925], [4.117306, 4.347468, -0.229324], [5.166365, 2.253577, -0.361073], [5.121125, 0.888460, -0.133027], [6.499602, -0.071165, -0.533545], [1.584553, -2.926593, -0.755672], [0.331821, -2.623068, -1.162189], [-2.017950, -0.754545, -1.554856], [-3.088457, 0.116660, -2.008280], [-3.333651, 1.257256, -1.056833], [-2.302362, 2.132594, -0.729534], [-2.559739, 3.151841, 0.171558], [-3.739517, 3.344727, 0.738646], [-4.721580, 2.521989, 0.417897], [-4.574589, 1.464699, -0.467613], [-2.291198, -1.618429, -0.431508], [-1.974761, -0.965790, 0.933000], [-2.179815, -1.969247, 2.076423], [-0.773273, -2.530133, 2.269753], [0.074874, -1.295421, 1.986087], [-0.612506, -0.561167, 0.982940], [1.951161, 0.156722, -1.708869], [4.000092, -2.917583, -0.045854], [4.483214, -1.651013, -1.214226], [2.037895, 0.643183, 1.217835], [2.106599, 3.093307, 0.830655], [6.037458, 2.714264, -0.798155], [-3.998567, -0.476290, -2.139960], [-2.773999, 0.515802, -2.978460], [-1.325005, 2.011112, -1.168421], [-1.786330, 3.852590, 0.457184], [-5.671034, 2.716591, 0.899753], [-5.409292, 0.816887, -0.691689], [-3.353123, -1.875532, -0.454025], [-1.698025, -2.527420, -0.540248], [-2.595338, -0.069882, 1.057467], [-2.506190, -1.448821, 2.977306], [-2.912617, -2.731685, 1.823788], [-0.565139, -3.306080, 1.533182], [-0.603416, -2.927468, 3.267082], [0.166613, -0.672062, 2.887355], [1.076366, -1.534704, 1.622721]], "forces_ev_per_angstrom": [[0.31, 0.13, 0.03], [-0.42, -0.13, -0.16], [1.12, -0.41, 0.16], [0.23, -0.68, 0.16], [-0.30, 0.89, -0.38], [-0.17, -0.25, -0.24], [0.16, 0.22, 0.25], [0.05, 0.12, -0.07], [0.24, -0.16, -0.02], [0.14, 0.15, -0.09], [0.03, -0.26, 0.03], [0.00, -0.02, 0.00], [-0.17, 0.16, 0.02], [-0.29, -0.06, 0.15], [0.12, -0.06, 0.00], [0.62, -0.06, 0.21], [-1.01, 0.06, -0.38], [-0.19, 0.10, -0.16], [0.03, 0.09, -0.34], [-0.14, 0.15, 0.08], [-0.19, -0.03, 0.04], [0.29, -0.13, -0.20], [-0.15, 0.39, 0.37], [-0.21, -0.16, -0.04], [0.23, 0.03, -0.11], [0.26, -0.05, 0.68], [-0.60, -0.11, -0.13], [0.14, 0.19, -0.09], [0.06, 0.19, -0.10], [0.18, -0.16, 0.29], [-0.06, 0.14, -0.12], [0.11, 0.20, -0.08], [0.03, 0.10, -0.13], [-0.09, -0.08, 0.17], [-0.08, -0.08, 0.04], [-0.08, 0.09, 0.03], [0.08, 0.03, -0.03], [0.08, 0.05, 0.01], [-0.17, -0.11, 0.15], [0.16, 0.00, -0.05], [0.13, 0.02, -0.04], [-0.12, -0.06, 0.00], [-0.09, -0.07, -0.01], [0.05, -0.03, -0.02], [-0.31, 0.03, 0.11], [0.09, -0.17, 0.02], [-0.06, -0.03, 0.00], [-0.10, -0.04, 0.02], [0.04, -0.04, 0.00], [0.02, -0.06, 0.03], [0.04, -0.07, -0.06], [-0.01, 0.03, 0.00]], "mulliken_charge": [-0.6625, 0.3073, 0.5649, 0.0727, 0.1685, -0.8036, -0.5367, -0.0748, -0.0081, -0.7171, 0.4458, -0.3233, -0.7337, 0.6024, -0.2054, -0.2603, -0.5618, 0.2649, -1.5846, 0.6982, 0.1340, -0.5121, -0.6505, -0.3676, -0.3827, -1.8387, 1.2549, -0.9729, -0.8141, -0.3492, -0.1625, 0.7172, 0.3300, 0.3791, 0.3638, 0.5198, 0.4618, 0.4017, 0.4553, 0.4536, 0.3888, 0.3779, 0.3629, 0.3632, 0.6747, -0.2312, 0.3731, 0.3812, 0.2125, 0.4901, 0.4557, 0.0772], "homo_lumo_gap_ev": 9.9, "e_homo_ev": -9.26, "smiles": "O=C(c1cc(COc2ccc(F)cc2Cl)on1)N(Cc1ccncc1)C[C@H]1CCCO1", "multiplicity": 1}

=====

ΔE to the lowest compared entry with this formula, charge and spin: 0.000 0.105 (eV)